The following is a DFT calculation (wB97M-V/def2-TZVPD) of a structure of composition C35H94AsBr2ClF6N12O7P4Zn.

Computed properties:
Electronic energy, eV: -385369.19536
LUMO, eV: 0.3
Frontier orbital gap, hartree: 0.33702
HOMO level, Ha: -0.3242

```
163
Properties=species:S:1:pos:R:3:forces:R:3:lowdin_charge:R:1
Zn 0.126206 0.215433 1.099042 -0.097 0.114 -0.382 0.385
Cl -0.880742 -1.537009 -0.038950 0.185 0.529 0.352 0.074
As 3.721452 3.429386 4.121841 1.219 1.706 -0.270 0.846
F 3.010553 2.382447 2.883597 0.113 0.098 0.807 -0.270
F 5.259773 2.559646 3.945855 -0.944 0.455 0.318 -0.276
F 4.425955 4.539001 5.340088 -0.602 -0.843 -1.364 -0.280
F 2.162434 4.280150 4.201130 0.824 -0.482 0.060 -0.274
F 3.289399 2.396957 5.440657 -0.221 -0.199 -0.437 -0.242
F 4.252040 4.496410 2.776381 -0.504 -0.632 1.089 -0.288
Br 2.026584 -5.650714 0.391462 -0.991 0.159 0.107 0.565
C 0.135670 -5.043659 0.570140 -0.293 0.405 -0.954 -0.668
C -0.858466 -5.667368 -0.398932 0.520 -0.807 -0.539 -0.647
Br -0.368951 -5.177208 -2.228985 -0.051 0.012 -0.112 0.585
H 0.110688 -3.961520 0.369804 0.354 -0.377 0.284 -0.026
H -0.175645 -5.239340 1.576282 0.044 -0.177 0.592 0.044
H -1.868022 -5.289537 -0.279009 0.051 0.319 0.360 0.024
H -0.923833 -6.771326 -0.414859 0.335 0.601 0.248 0.065
O -1.040790 1.305654 -4.969080 -0.192 0.368 -0.776 -0.283
P -0.430159 0.270268 -5.831622 -0.833 0.190 -0.120 0.527
N 0.015340 -0.937707 -4.805971 0.533 -0.552 0.161 -0.273
C 1.113873 -1.848329 -4.993571 2.485 1.740 -1.470 -0.117
C -0.758636 -1.245705 -3.605757 1.370 -1.927 0.342 -0.120
N 0.886834 0.697556 -6.775045 -0.083 -0.423 0.326 -0.297
C 0.789506 1.086472 -8.194081 -0.196 0.258 0.168 -0.092
C 1.989209 1.331275 -6.066468 0.546 -1.515 -0.403 -0.113
N -1.479663 -0.389671 -6.953391 0.289 1.728 0.392 -0.331
C -1.132175 -1.646795 -7.463048 0.225 -0.621 -0.921 -0.141
C -2.815568 0.109649 -7.137401 -0.908 0.688 -1.901 -0.109
H 1.824225 -1.802477 -4.162008 -0.434 -0.328 0.458 0.064
H 1.810115 -1.459005 -5.818415 -1.268 -0.518 0.704 0.099
H 0.890393 -2.861288 -5.250552 -0.547 -0.760 0.067 0.071
H -1.370866 -0.510126 -3.192141 -1.096 1.562 -0.128 0.048
H -0.055423 -1.449637 -2.787471 0.091 -0.049 -0.154 0.037
H -1.321013 -2.192644 -3.679559 0.076 0.272 -0.305 0.066
H 0.064899 0.437623 -8.726754 0.455 0.484 0.370 0.073
H 0.460864 2.162199 -8.280203 0.350 -0.955 -0.095 0.099
H 1.793432 0.964358 -8.661749 -0.677 0.133 0.291 0.091
H 1.997971 2.351581 -6.234196 -0.060 2.369 -0.605 0.057
H 1.895695 1.256658 -5.005406 -0.117 -0.532 0.732 0.048
H 2.983972 0.960631 -6.375211 -0.437 -0.187 0.075 0.098
H -1.288508 -2.395806 -6.710731 0.148 -0.995 0.117 0.077
H -1.728221 -1.813703 -8.335447 -0.683 -0.545 -0.431 0.080
H -0.131581 -1.658903 -7.881588 0.557 -0.193 0.403 0.079
H -3.490163 -0.478008 -7.846125 1.343 0.109 0.930 0.105
H -2.808532 1.111640 -7.632871 -0.008 -0.445 0.695 0.089
H -3.314087 0.148706 -6.202348 -0.745 0.372 0.853 0.053
O -0.145684 0.264181 3.012318 0.264 0.380 -1.748 -0.288
P -0.718521 -0.486124 4.144981 0.323 -1.133 2.251 0.509
N 0.179309 -1.827719 4.586759 -2.583 1.830 -1.545 -0.287
C 0.332570 -2.762470 3.552478 1.889 -2.074 0.239 -0.140
C 0.967360 -1.989588 5.731932 0.095 -2.058 1.365 -0.107
N -2.267126 -0.960417 3.913796 -0.303 0.984 -0.974 -0.263
C -3.110094 -0.019150 3.076780 0.178 -1.491 0.620 -0.046
C -2.934671 -2.102711 4.550622 -0.467 0.671 -0.614 -0.077
N -0.515817 0.462315 5.429777 -1.438 1.057 0.922 -0.279
C 0.762222 1.193454 5.475399 -0.407 -0.495 -1.465 -0.083
C -1.345386 0.280106 6.662540 1.796 1.011 -0.888 -0.046
H -0.379471 -2.790353 2.775609 -1.152 0.502 -0.753 0.050
H 0.372888 -3.751233 3.992456 -0.359 -0.651 0.153 0.087
H 1.311207 -2.702375 3.106982 0.631 0.312 -0.691 0.074
H 0.550238 -1.560475 6.632519 -0.119 0.050 -0.011 0.067
H 1.978507 -1.688263 5.666683 1.228 0.803 -0.365 0.060
H 1.055193 -3.095224 5.884541 -0.218 0.620 0.270 0.108
H -2.669887 0.954998 2.965348 0.330 0.260 0.182 0.047
H -3.270757 -0.450881 2.096941 0.125 -0.163 -0.338 0.067
H -4.081892 0.076241 3.538724 -0.231 0.180 0.341 0.081
H -2.155329 -2.800500 4.820275 -0.065 -0.387 0.174 0.068
H -3.466462 -1.753276 5.452477 0.035 -0.355 -0.253 0.077
H -3.667784 -2.576833 3.839036 0.827 0.418 0.632 0.100
H 0.712136 2.130624 4.943893 -0.319 0.538 -0.049 0.059
H 1.041179 1.400726 6.476296 0.541 -0.148 0.933 0.083
H 1.508100 0.641079 4.870078 -0.048 0.136 0.923 0.065
H -1.378710 1.218895 7.222319 0.206 -0.112 -0.045 0.088
H -0.772022 -0.469057 7.187250 -0.767 -0.310 1.063 0.054
H -2.374980 0.044263 6.457444 -0.169 -0.476 -0.312 0.066
O 2.072508 0.267103 0.794932 0.044 -0.197 0.144 -0.303
P 3.483161 -0.234962 0.719268 1.230 0.917 0.199 0.546
N 3.729958 -1.038895 -0.693412 1.071 1.174 1.109 -0.318
C 2.815199 -2.074309 -0.917520 -1.407 -2.089 -1.756 -0.160
C 4.806898 -0.853721 -1.673406 -0.430 -0.549 0.230 -0.059
N 3.911633 -1.183749 1.975647 0.663 -1.327 -0.034 -0.295
C 3.727773 -0.769346 3.354638 -0.560 -1.602 0.616 -0.081
C 4.844693 -2.302467 1.833653 1.083 0.897 -0.935 -0.094
N 4.563050 0.992469 0.743355 -0.182 -0.701 -0.133 -0.289
C 4.239045 2.183316 0.027990 -0.862 0.135 -0.114 -0.104
C 5.833467 1.044916 1.416182 2.134 -1.220 -0.047 -0.096
H 3.265278 -3.092026 -0.831069 -0.388 0.506 0.440 0.066
H 2.464991 -2.067366 -1.969418 0.080 0.178 0.158 0.072
H 1.871849 -1.957441 -0.348510 0.722 -0.270 0.052 0.045
H 4.217069 -0.650312 -2.585361 0.982 -0.586 -0.301 0.087
H 5.553559 -1.704884 -1.684375 -1.197 0.476 -0.426 0.104
H 5.431530 0.007977 -1.499892 -0.186 0.518 0.486 0.063
H 3.030249 -1.588137 3.746409 0.815 1.478 0.277 0.081
H 4.705263 -0.832456 3.916184 -0.971 0.306 -0.543 0.109
H 3.292852 0.230177 3.396461 0.026 -0.186 0.251 0.055
H 5.872901 -2.008820 2.193807 -0.901 -0.334 -0.236 0.095
H 4.592807 -3.262800 2.246666 -0.727 -0.103 0.972 0.075
H 4.909824 -2.552844 0.781961 0.318 0.188 -0.341 0.059
H 4.058260 2.963227 0.723016 -0.408 0.985 0.751 0.061
H 5.027522 2.531963 -0.585917 1.118 0.068 -0.916 0.081
H 3.352505 2.052718 -0.583623 -0.055 -0.113 0.105 0.048
H 6.087908 0.152746 2.064645 -1.045 1.114 -0.284 0.081
H 5.910768 1.986779 1.987707 0.158 -0.618 -0.250 0.077
H 6.714874 0.922219 0.685076 -1.161 0.764 0.504 0.100
O -0.419342 2.110350 0.681109 -0.513 -0.422 -0.891 -0.313
P -0.241022 3.061844 -0.489933 0.507 -0.606 0.371 0.561
N -1.500101 3.340025 -1.496003 -0.387 0.329 1.742 -0.282
C -2.674953 3.919429 -0.849758 -0.575 0.054 0.641 -0.108
C -1.515324 3.258966 -2.923911 -0.286 1.470 -0.528 -0.097
N 1.014234 2.511981 -1.410856 -0.333 -1.176 -0.977 -0.276
C 0.934157 1.186905 -2.065626 -0.448 -0.690 2.018 -0.090
C 1.938091 3.347506 -2.117385 -0.621 -0.014 -1.209 -0.115
N 0.093952 4.500427 0.179843 1.021 0.205 0.955 -0.277
C -0.460149 5.797106 -0.128447 0.454 0.583 -2.089 -0.119
C 1.066556 4.529201 1.298286 -0.392 1.454 0.820 -0.085
H -2.393385 4.568630 -0.017528 0.004 -0.482 0.171 0.049
H -3.406095 3.195212 -0.467531 0.247 -0.122 -0.192 0.090
H -3.217320 4.612171 -1.485828 0.069 -0.123 -0.604 0.085
H -1.976886 2.354178 -3.272929 -0.262 -0.091 -0.426 0.061
H -0.541436 3.380184 -3.378493 0.347 -0.469 0.144 0.059
H -2.028187 4.199019 -3.237438 -0.123 -0.904 -0.276 0.101
H 0.044401 0.608027 -1.750928 0.112 0.597 -0.294 0.045
H 0.972164 1.229416 -3.141197 -0.112 0.202 -0.344 0.052
H 1.737809 0.587599 -1.624687 0.304 -0.038 -0.538 0.064
H 2.806572 2.792148 -2.485616 0.293 -0.001 0.961 0.088
H 1.547978 3.673993 -3.094124 -0.376 0.488 0.206 0.079
H 2.114839 4.155331 -1.454784 0.954 1.093 0.089 0.074
H -0.962989 5.750199 -1.127082 0.199 0.039 0.908 0.091
H -1.144589 6.238298 0.601642 0.019 -0.427 0.236 0.083
H 0.342307 6.539413 -0.297180 -0.088 -0.325 0.315 0.092
H 1.549261 3.631880 1.649115 -0.141 -0.777 -0.758 0.053
H 0.553455 4.875348 2.216256 0.246 0.173 -0.519 0.069
H 1.856920 5.256592 1.061810 -0.153 -0.160 0.072 0.094
C -1.711354 3.905729 3.365306 -3.692 0.814 -1.029 -0.012
C -2.242082 4.103280 4.764050 -0.240 -2.493 1.038 -0.519
O -2.948888 3.286127 5.330252 -0.278 -0.053 -0.643 0.044
C -1.753941 5.245595 5.542377 1.031 1.925 -2.190 -0.021
H -0.708174 3.692481 3.432677 2.527 -0.171 -0.065 0.033
H -1.942427 4.896910 2.871781 0.761 -1.083 -0.013 0.100
H -2.199607 3.071555 2.768612 0.418 1.076 1.008 0.093
H -0.646717 5.208459 5.612492 -0.580 -0.133 0.448 0.107
H -2.311963 5.410783 6.442069 0.069 -0.049 0.469 0.081
H -1.893883 6.083199 4.807339 0.036 -0.008 0.989 0.097
C -4.182741 -3.088786 -4.228677 2.749 -1.206 0.970 -0.019
C -4.285047 -3.391991 -2.743205 0.372 0.099 0.364 -0.471
O -4.159454 -4.490002 -2.208233 -0.339 1.558 -1.006 0.038
C -4.472493 -2.097045 -1.949084 0.077 -0.833 1.528 -0.023
H -4.976904 -2.538404 -4.613307 -1.559 0.850 -0.537 0.056
H -3.973849 -3.992976 -4.788712 -0.143 -0.096 -0.220 0.083
H -3.271193 -2.431310 -4.287562 -0.786 -0.474 -0.125 0.077
H -3.487625 -1.739787 -1.500454 -1.105 -0.535 -0.598 0.067
H -5.130860 -2.441243 -1.093394 0.612 0.975 -0.757 0.088
H -4.914719 -1.296684 -2.565960 0.105 -0.371 0.445 0.078
C -6.022978 -4.694089 1.475314 -1.577 -0.977 0.644 -0.030
C -4.783590 -5.389486 1.020616 0.113 -0.869 -0.351 -0.496
O -3.713595 -4.915632 1.318163 0.327 -0.279 -0.140 0.049
C -4.940292 -6.670243 0.153528 0.312 0.752 0.825 -0.013
H -6.947921 -5.198377 1.140288 0.430 0.122 -0.047 0.082
H -6.080727 -3.676228 1.124842 0.279 0.415 0.116 0.071
H -6.067842 -4.758483 2.584145 0.208 0.398 -0.603 0.099
H -3.937039 -7.059454 -0.086966 -0.621 0.110 -0.065 0.081
H -5.478855 -6.306156 -0.710990 0.176 -0.044 -0.640 0.065
H -5.603907 -7.446643 0.573218 0.440 0.398 0.253 0.085
```
Positions in Å, forces in eV/Å.